Record 1
{
  "formula": "C28H38F5GeIrO5Se4",
  "method": "wB97M-V/def2-TZVPD",
  "de_lowest_ev": 0.000,
  "lumo_energy_ha": [0.0728, 0.0430],
  "multiplicity": 2,
  "charge": -1,
  "homo_lumo_gap_ev": [6.287, 5.555],
  "homo_energy_ev": [-4.31, -4.38],
  "elements": ["Ir", "C", "O", "C", "C", "C", "C", "C", "C", "O", "C", "O", "C", "H", "H", "H", "H", "H", "H", "H", "H", "H", "O", "C", "C", "C", "O", "C", "Se", "C", "Se", "H", "H", "H", "H", "H", "H", "H", "H", "H", "H", "C", "C", "C", "C", "Ge", "C", "C", "C", "C", "H", "H", "H", "H", "H", "H", "H", "H", "H", "H", "H", "H", "H", "H", "H", "H", "H", "H", "H", "Se", "F", "C", "C", "F", "C", "F", "C", "Se", "C", "F", "C", "F"],
  "xyz": [[0.62149, -0.07198, 0.74132], [-4.81472, 5.62786, 0.89412], [-4.40681, 4.27763, 0.96202], [-3.07177, 4.01027, 0.90179], [-2.09020, 5.01840, 0.95976], [-0.77236, 4.64145, 0.90628], [-0.35614, 3.30516, 0.77204], [1.04856, 2.98970, 0.61650], [2.13152, 3.98240, 0.94538], [1.45511, 1.89247, 0.20241], [-1.36923, 2.28260, 0.72918], [-1.14208, 1.02302, 0.65778], [-2.72257, 2.68709, 0.80577], [-5.89932, 5.61103, 0.81953], [-4.39979, 6.12691, 0.01477], [-4.52658, 6.18073, 1.79250], [-2.35187, 6.06117, 1.05055], [-0.02645, 5.42172, 0.94206], [1.84679, 5.02447, 0.84402], [3.00017, 3.76488, 0.32805], [2.40564, 3.79960, 1.98903], [-3.48521, 1.92072, 0.78756], [3.33005, 1.85288, 4.60369], [3.63381, 0.94471, 3.54816], [3.11970, -0.47231, 3.81776], [3.91643, -1.02291, 5.00935], [3.55960, -2.35060, 5.38925], [1.63360, -0.45926, 4.20631], [0.42763, 0.70547, 3.18991], [3.34910, -1.39269, 2.60649], [2.97095, -0.66271, 0.82428], [2.38667, 2.05067, 4.49858], [4.72247, 0.92634, 3.43948], [3.21306, 1.30293, 2.60821], [3.80575, -0.33803, 5.85712], [4.97579, -1.06892, 4.74630], [2.60885, -2.36609, 5.53883], [1.52288, -0.12871, 5.24257], [1.22834, -1.47103, 4.13130], [2.76287, -2.30237, 2.72825], [4.39809, -1.69479, 2.56053], [1.73156, 1.02824, -4.94901], [0.64912, 2.07961, -4.73225], [-0.55768, 1.60163, -3.92554], [-0.30441, 1.35542, -2.43153], [0.45310, -0.35009, -1.76477], [-0.65427, -1.83307, -2.46075], [-0.43766, -2.21670, -3.92724], [0.90849, -2.88083, -4.19394], [1.09122, -3.24757, -5.66156], [2.53828, 1.41763, -5.57392], [1.32099, 0.14480, -5.44629], [2.16801, 0.69964, -4.00721], [0.29399, 2.42632, -5.70847], [1.08300, 2.95254, -4.23271], [-0.97659, 0.70921, -4.40148], [-1.33200, 2.37268, -4.00852], [-1.26677, 1.40022, -1.91381], [0.29264, 2.17316, -2.02011], [1.91086, -0.56934, -2.25109], [-1.69404, -1.53786, -2.29211], [-0.48939, -2.71130, -1.83392], [-0.53257, -1.34182, -4.57833], [-1.23091, -2.91038, -4.23442], [0.98962, -3.77976, -3.57445], [1.71415, -2.21438, -3.87763], [0.30599, -3.93011, -5.99658], [2.05310, -3.73130, -5.84078], [1.04410, -2.35703, -6.29364], [-0.00765, -2.14384, 1.05334], [-4.01581, -7.66879, 1.85995], [-3.67394, -6.39256, 1.68027], [-3.19566, -5.96509, 0.45542], [-3.07839, -6.83729, -0.54993], [-2.84838, -4.63717, 0.28185], [-2.40136, -4.28283, -0.92112], [-2.95100, -3.69942, 1.30229], [-2.45608, -1.87008, 1.06942], [-3.43835, -4.16399, 2.51891], [-3.58122, -3.33801, 3.55589], [-3.79852, -5.48544, 2.71653], [-4.26541, -5.89492, 3.90042]],
  "mulliken_charge": [2.189, -0.928, -0.449, 0.827, -1.060, -1.249, 0.922, 0.643, -1.559, -0.810, -0.116, -0.932, -0.225, 0.268, 0.375, 0.333, 0.396, 0.165, 0.555, 0.342, 0.213, 0.466, -0.636, -0.898, 2.550, -1.399, -0.542, -1.869, -0.329, -1.271, -0.382, 0.362, 0.587, 0.009, 0.408, 0.454, 0.370, 0.456, 0.532, 0.357, 0.436, -0.693, -0.607, -0.672, -0.153, 0.440, -0.924, -0.523, -0.189, -1.414, 0.450, 0.060, 0.145, 0.399, 0.256, 0.290, 0.357, 0.275, 0.019, -0.331, 0.502, 0.251, -0.036, 0.487, 0.387, 0.238, 0.321, 0.387, 0.281, -0.286, -0.307, 0.662, -0.128, -0.308, 0.470, -0.199, -0.434, -0.067, 0.531, -0.287, 0.086, -0.296]
}

Record 2
{
  "formula": "C28H38FN5O7STi",
  "method": "wB97M-V/def2-TZVPD",
  "de_lowest_ev": 0.338,
  "lumo_energy_ha": -0.2093,
  "charge": 2,
  "homo_lumo_gap_ev": 8.148,
  "homo_energy_ev": -13.84,
  "elements": ["Ti", "F", "C", "C", "C", "C", "O", "C", "C", "N", "C", "C", "C", "C", "C", "C", "N", "C", "C", "N", "C", "C", "C", "O", "O", "H", "H", "H", "H", "H", "H", "H", "H", "H", "H", "H", "H", "H", "H", "H", "H", "H", "H", "O", "C", "O", "C", "O", "O", "C", "C", "C", "C", "N", "C", "S", "N", "C", "C", "C", "C", "H", "H", "H", "H", "H", "H", "H", "H", "H", "H", "H", "H", "H", "H", "H", "H", "H", "H", "H", "H"],
  "xyz": [[2.26919, 0.79717, -0.08463], [-2.96168, 3.87905, 1.82633], [-2.76463, 2.55240, 1.77288], [-1.50792, 2.06946, 1.70105], [-1.30218, 0.68191, 1.54408], [-0.00506, 0.16980, 1.29603], [1.00214, 1.03583, 1.25413], [0.15366, -1.18121, 1.00704], [-0.96941, -1.98129, 1.05435], [-2.19567, -1.52456, 1.30193], [-3.32063, -2.46192, 1.27129], [-4.07547, -2.71179, 2.54027], [-3.17108, -3.76821, 1.98193], [-2.41132, -0.16525, 1.49238], [-3.71173, 0.35482, 1.58871], [-3.91317, 1.71775, 1.71416], [-5.18619, 2.26835, 1.72076], [-6.29860, 1.50732, 1.18575], [-7.35229, 2.45518, 0.65213], [-7.90907, 3.31873, 1.77786], [-6.92626, 3.46553, 2.92758], [-5.51367, 3.52987, 2.38863], [1.43760, -1.85198, 0.57447], [1.50214, -3.04120, 0.45028], [2.44498, -1.00881, 0.35189], [-0.67223, 2.75567, 1.69804], [-0.87506, -3.04126, 0.86066], [-3.85292, -2.44197, 0.32990], [-5.14543, -2.84846, 2.46990], [-3.73169, -2.19342, 3.42575], [-3.60956, -4.63204, 1.50403], [-2.24777, -3.96116, 2.51126], [-4.55215, -0.32161, 1.56844], [-6.73748, 0.80656, 1.90850], [-5.96219, 0.91433, 0.33418], [-8.18613, 1.92721, 0.19763], [-6.92426, 3.13980, -0.07578], [-8.78514, 2.92449, 2.12281], [-8.14336, 4.24143, 1.40887], [-7.07655, 2.60394, 3.57342], [-7.19499, 4.36705, 3.47190], [-4.85902, 3.69488, 3.24054], [-5.39515, 4.39363, 1.72930], [0.11983, 3.63995, -1.38773], [0.74398, 2.63668, -1.30020], [2.00096, 2.48565, -0.82080], [0.15649, 1.22004, -1.59285], [-1.00309, 1.00227, -1.74175], [1.12946, 0.27530, -1.46722], [4.82937, -4.49699, -0.09539], [5.94272, -3.69614, 0.57383], [6.79465, -2.90093, -0.41710], [6.01694, -1.86205, -1.20985], [5.59284, -0.79528, -0.27360], [4.96364, 0.33653, -0.45588], [4.43788, 1.27270, 0.92014], [4.59760, 0.84126, -1.65811], [5.09595, 0.43574, -2.99731], [4.48926, 1.31554, -4.07409], [2.97010, 1.24558, -4.19802], [2.44919, -0.16274, -4.45746], [4.39007, -5.21256, 0.59880], [5.21844, -5.06408, -0.94486], [4.01433, -3.86233, -0.45097], [6.60607, -4.36509, 1.12335], [5.51340, -3.03395, 1.33610], [7.25213, -3.58494, -1.13453], [7.62099, -2.39772, 0.09333], [5.12671, -2.29644, -1.66406], [6.64249, -1.43924, -1.98990], [5.63584, -1.05248, 0.70480], [4.39282, 1.83396, -1.58721], [4.85185, -0.60889, -3.16677], [6.18079, 0.54683, -2.99849], [4.94256, 0.98899, -5.01375], [4.81835, 2.34850, -3.92343], [2.67255, 1.90647, -5.01350], [2.50608, 1.65963, -3.29973], [2.93266, -0.60594, -5.33171], [1.37534, -0.15999, -4.64566], [2.61611, -0.82983, -3.60907]],
  "mulliken_charge": [0.458, -0.338, 0.191, -0.598, 1.048, 1.389, -1.107, -0.289, -0.586, 0.334, -0.352, -0.421, -0.977, 0.039, -0.942, -0.902, 0.292, -0.704, -1.087, -0.026, -1.133, -0.479, 0.473, -0.614, -0.090, 0.659, 0.846, 0.484, 0.326, 0.227, 0.266, 0.356, 0.767, 0.323, 0.699, 0.444, 0.375, 0.363, 0.362, 0.368, 0.441, 0.588, 0.339, -0.539, 0.611, -0.361, 0.680, -0.568, -0.319, -1.037, -0.284, -1.224, -0.426, 0.045, 0.384, -0.402, 0.010, -0.723, -1.307, 0.519, -1.113, 0.360, 0.330, 0.129, 0.369, 0.273, 0.425, 0.393, 0.341, 0.433, 0.295, 0.337, 0.465, 0.348, 0.396, 0.450, 0.433, -0.404, 0.390, 0.364, 0.112]
}